Below is C12H24Cl2F6NO2P as an isolated structure at a distorted geometry, with properties calculated with wB97M-V/def2-TZVPD.

Output
HOMO-LUMO gap: 9.023 eV
LUMO level: -0.604 eV

Each line ends with the Mulliken charge.
Positions of all 48 atoms, in Å:
C (4.129, 1.148, 1.660)  -1.08
C (2.478, 0.876, 1.589)  0.35
O (2.182, 0.146, 2.867)  -0.54
C (2.259, -0.045, 0.248)  -0.79
P (0.445, -0.398, -0.228)  0.72
F (0.194, 1.355, -0.139)  -0.62
C (-0.808, -0.526, 1.259)  -0.65
C (-2.016, 0.588, 1.193)  -0.76
C (-1.802, 1.854, 2.265)  -0.10
N (-2.300, 1.294, 3.614)  -0.66
C (0.635, -2.284, -0.193)  -1.09
Cl (1.142, -2.821, 1.550)  -0.05
C (1.768, -2.924, -1.184)  0.28
C (1.196, -4.176, -2.136)  -1.01
Cl (3.091, -3.764, -0.120)  -0.21
C (-0.234, -0.318, -1.999)  0.74
F (0.787, -0.595, -3.078)  -0.29
F (-0.645, 1.112, -2.274)  -0.18
C (-1.536, -1.224, -2.349)  0.57
F (-2.414, -1.596, -1.224)  -0.19
F (-1.238, -2.458, -3.169)  -0.23
F (-2.398, -0.389, -3.270)  -0.26
H (4.713, 0.226, 1.175)  0.27
H (4.446, 2.084, 0.993)  0.29
H (4.514, 1.326, 2.751)  0.32
H (2.004, 1.943, 1.550)  0.24
H (1.669, 0.769, 3.459)  0.36
H (2.950, -0.977, 0.377)  0.28
H (2.724, 0.580, -0.657)  0.32
H (-1.354, -1.577, 1.106)  0.30
H (-0.284, -0.477, 2.303)  0.37
H (-2.984, 0.026, 1.612)  0.48
H (-2.308, 0.941, 0.117)  0.12
H (-2.565, 2.724, 1.991)  0.23
H (-0.689, 2.213, 2.331)  0.13
H (-2.016, 0.270, 3.663)  0.24
H (-1.878, 1.817, 4.413)  0.25
H (-0.367, -2.883, -0.396)  0.65
H (2.382, -2.129, -1.813)  0.36
H (1.697, -5.207, -1.805)  0.36
H (1.498, -4.040, -3.272)  0.24
H (0.038, -4.331, -1.979)  0.24
C (-3.506, 3.765, -1.997)  -0.35
O (-2.339, 3.814, -2.797)  -0.55
H (-4.088, 4.674, -2.163)  0.26
H (-4.105, 2.895, -2.276)  0.22
H (-3.223, 3.703, -0.943)  0.09
H (-1.843, 2.995, -2.629)  0.34

***

Below is one molecule with the formula C16H20N2O4 at a distorted geometry, with properties calculated with wB97M-V/def2-TZVPD.

Output
HOMO-LUMO gap: 8.579 eV
LUMO level: 0.551 eV

Each line ends with the Mulliken charge.
Positions of all 42 atoms, in Å:
C (-2.023, 1.936, -3.668)  -1.09
O (-1.682, 1.886, -2.439)  -0.41
C (-2.511, 1.277, -1.436)  0.70
C (-3.749, 0.991, -1.625)  -0.37
C (-4.550, 0.196, -0.743)  -0.48
C (-4.133, -0.100, 0.605)  0.34
C (-5.003, -0.565, 1.569)  -1.99
C (-2.789, 0.592, 0.791)  -0.36
C (-1.928, 1.128, -0.147)  0.12
N (-0.753, 1.505, 0.185)  0.08
C (0.035, 1.455, 1.149)  0.58
O (-0.371, 1.209, 2.322)  -0.71
C (1.361, 2.130, 1.370)  -0.83
C (2.265, 0.897, 0.491)  -1.46
C (2.331, -0.456, 1.510)  -0.76
N (3.101, -1.362, 1.063)  0.22
C (2.819, -2.206, -0.099)  0.43
O (1.716, -1.955, -0.866)  -0.65
C (3.968, -3.193, -0.483)  -1.10
C (5.117, -2.632, 0.587)  -1.16
C (4.527, -1.770, 1.325)  0.69
O (4.967, -1.051, 2.199)  -0.63
H (-2.322, 1.099, -4.164)  0.48
H (-2.953, 2.545, -3.677)  0.41
H (-1.028, 2.185, -4.197)  0.23
H (-4.009, 0.820, -2.904)  0.13
H (-5.544, -0.073, -1.166)  0.24
H (-4.951, -0.058, 2.237)  0.76
H (-4.683, -1.416, 1.656)  0.63
H (-6.138, -0.808, 1.155)  0.26
H (-2.492, 0.379, 1.944)  0.24
H (-0.252, 1.802, -0.721)  0.25
H (1.429, 2.949, 0.465)  0.23
H (1.807, 2.370, 2.225)  0.51
H (1.960, 0.769, -0.389)  0.95
H (3.232, 1.267, 0.508)  0.51
H (1.314, -0.706, 1.389)  0.44
H (2.725, -0.200, 2.510)  0.41
H (3.543, -4.060, -0.373)  0.44
H (4.247, -2.928, -1.297)  0.53
H (5.981, -2.540, 0.070)  0.53
H (5.420, -3.309, 1.071)  0.62

***

Below is C38H41Cl2N6O3RhTe as an isolated structure, with properties calculated with wB97M-V/def2-TZVPD.

Output
HOMO-LUMO gap (spin up / spin down): 8.309 / 8.035 eV
Charge: +1
Multiplicity: 2
LUMO level (spin up / spin down): -2.177 / -2.377 eV

Each line ends with the Mulliken charge.
Positions of all 92 atoms, in Å:
Rh (-0.325, 1.769, 1.824)  0.38
C (-3.476, 1.825, 0.353)  -0.39
N (-2.419, 2.457, 1.174)  -0.16
C (-2.314, 3.878, 0.791)  -0.69
C (-1.046, 4.471, 1.302)  0.15
N (-0.310, 3.859, 2.198)  -0.44
C (0.775, 4.702, 2.446)  0.54
C (1.852, 4.553, 3.313)  -0.62
C (2.773, 5.579, 3.352)  -0.84
C (2.629, 6.729, 2.560)  -0.45
C (1.556, 6.893, 1.705)  -1.09
C (0.637, 5.852, 1.672)  0.72
N (-0.538, 5.666, 0.946)  -0.04
C (-3.963, 0.506, 0.864)  -0.32
N (-3.216, -0.503, 1.188)  0.02
C (-4.100, -1.508, 1.555)  0.29
C (-3.838, -2.808, 1.990)  -0.35
C (-4.918, -3.611, 2.289)  -0.75
C (-6.237, -3.143, 2.164)  -0.40
C (-6.515, -1.860, 1.736)  -1.08
C (-5.418, -1.057, 1.438)  0.46
N (-5.303, 0.247, 0.991)  -0.08
H (-3.087, 1.708, -0.662)  0.37
H (-4.333, 2.505, 0.292)  0.35
H (-2.711, 2.411, 2.151)  0.38
H (-3.166, 4.448, 1.181)  0.51
H (-2.352, 3.949, -0.298)  0.48
H (1.949, 3.671, 3.932)  0.63
H (3.627, 5.500, 4.010)  0.45
H (3.374, 7.510, 2.626)  0.40
H (1.441, 7.784, 1.105)  0.42
H (-0.959, 6.322, 0.309)  0.22
H (-2.821, -3.163, 2.087)  0.30
H (-4.753, -4.624, 2.632)  0.43
H (-7.056, -3.806, 2.408)  0.38
H (-7.532, -1.506, 1.639)  0.40
H (-6.057, 0.881, 0.792)  0.24
C (0.282, -1.737, 3.030)  -1.64
C (0.097, -1.208, 1.646)  0.83
O (0.256, -2.184, 0.677)  -0.38
N (-0.268, -0.104, 1.198)  0.11
Te (-0.232, -1.108, -0.949)  0.62
C (-0.099, -2.880, -2.162)  -0.02
C (0.048, -2.582, -3.522)  1.09
C (0.179, -1.173, -4.055)  -1.90
C (0.050, -3.620, -4.449)  -1.00
C (-0.114, -4.941, -4.067)  0.41
C (-0.107, -6.057, -5.072)  -1.65
C (-0.321, -5.202, -2.717)  -0.97
C (-0.329, -4.203, -1.752)  1.18
C (-0.627, -4.620, -0.334)  -1.30
C (1.664, -0.312, -1.353)  1.92
C (2.815, -1.103, -1.425)  0.66
C (2.838, -2.602, -1.282)  -1.55
C (4.022, -0.454, -1.674)  -1.00
C (4.112, 0.919, -1.836)  0.52
C (5.434, 1.589, -2.075)  -1.64
C (2.944, 1.670, -1.762)  -0.72
C (1.714, 1.078, -1.529)  0.70
C (0.494, 1.962, -1.521)  -2.28
H (1.343, -1.853, 3.251)  0.24
H (-0.179, -2.720, 3.113)  0.49
H (-0.150, -1.047, 3.749)  0.39
H (-0.550, -0.486, -3.608)  0.22
H (-0.006, -1.166, -5.127)  0.54
H (1.172, -0.752, -3.885)  0.35
H (0.174, -3.381, -5.500)  0.35
H (0.055, -5.681, -6.081)  0.37
H (-1.054, -6.598, -5.061)  0.36
H (0.682, -6.776, -4.848)  0.34
H (-0.494, -6.225, -2.401)  0.39
H (-0.896, -5.674, -0.312)  0.47
H (-1.465, -4.055, 0.082)  0.10
H (0.223, -4.468, 0.325)  0.25
H (2.205, -2.954, -0.471)  0.12
H (3.858, -2.933, -1.087)  0.54
H (2.500, -3.086, -2.200)  0.27
H (4.926, -1.051, -1.720)  0.35
H (6.250, 0.869, -2.071)  0.38
H (5.634, 2.334, -1.303)  0.35
H (5.439, 2.104, -3.037)  0.34
H (2.995, 2.748, -1.873)  0.46
H (0.768, 2.975, -1.225)  0.35
H (-0.283, 1.623, -0.831)  0.18
H (0.051, 2.010, -2.521)  0.42
Cl (3.800, -0.582, 1.986)  -0.13
C (3.409, 0.813, 3.010)  -0.18
Cl (4.572, 2.127, 2.803)  -0.16
C (2.001, 1.281, 2.672)  0.43
O (1.103, 1.145, 3.528)  -0.60
O (1.762, 1.764, 1.533)  -0.27
H (3.451, 0.484, 4.042)  0.48